{"formula": "C3H10NO", "method": "ωB97M-V/def2-TZVPD", "multiplicity": 2, "de_lowest_kcal_mol": 160.31, "orbital_gap_ev": [7.3, 7.3], "total_charge": 2, "elements": ["O", "N", "C", "C", "C", "H", "H", "H", "H", "H", "H", "H", "H", "H", "H"], "positions_angstrom": [[0.982, -1.052, 0.554], [-1.462, -0.626, -0.718], [-2.120, 0.044, 0.392], [1.881, 0.093, 0.075], [1.099, 1.102, -0.575], [0.868, 1.097, -1.651], [1.636, -1.703, 0.868], [-1.349, -1.622, -0.486], [-1.442, 0.124, 1.255], [1.060, 2.087, -0.098], [2.285, 0.415, 1.029], [2.584, -0.511, -0.522], [-0.537, -0.174, -0.797], [-3.122, -0.364, 0.536], [-2.362, 1.090, 0.139]], "atomic_forces_ev_per_a": [[0.2, 0.9, -0.9], [1.4, 0.7, 3.8], [-2.3, 0.9, -1.8], [-0.9, -2.6, 2.8], [2.4, 1.4, -1.2], [-0.7, -0.4, 0.3], [-0.3, -0.2, 0.0], [-0.4, -0.4, -1.3], [0.1, -0.5, 0.2], [-0.5, -0.1, 0.1], [0.5, 0.6, -0.3], [0.2, 1.0, -0.8], [-0.7, -0.8, -1.4], [0.5, -0.6, 0.7], [0.5, 0.0, -0.2]], "lowdin_spin": [0.01, 0.74, 0.12, 0.00, 0.00, 0.00, 0.00, 0.02, 0.06, 0.00, 0.00, 0.00, 0.02, 0.00, 0.02]}